Computed, not measured: a 2-piece molecular cluster, CH3O4P overall, with the ωB97M-V functional and the def2-TZVPD basis.

```
! wB97M-V def2-TZVPD RIJCOSX def2/J DEFGRID3
* xyz -2 1
C -1.113 1.321 1.689
O 1.519 -2.066 -0.321
O -0.129 -1.885 -2.228
O 2.009 -0.376 -2.264
O -0.638 1.607 0.553
P 1.019 -1.255 -1.488
H -0.791 1.465 2.750
H -2.235 1.398 1.838
H 0.357 -0.209 -0.529
*
```

## Properties
* orbital gap (alpha / beta): 4.4 / 4.4 eV

=====

Computed, not measured: an isolated ion of composition CH3O4S and charge -1, with the ωB97M-V functional and the def2-TZVPD basis.

```
! wB97M-V def2-TZVPD RIJCOSX def2/J DEFGRID3
* xyz -1 1
C -1.782 -0.350 -0.036
O 0.425 -1.426 -0.852
O 0.515 -0.381 1.388
O 2.190 1.044 0.138
O 0.966 1.036 -0.594
S -0.091 -0.388 0.044
H -1.891 0.658 0.312
H -2.332 -0.439 -1.008
H 2.000 0.247 0.607
*
```

## Properties
* structure (SMILES): C=[S@](=O)([O-])OO
* orbital gap: 8.4 eV

=====

Computed, not measured: a 2-piece molecular cluster, CH3O4Si overall, with the ωB97M-V functional and the def2-TZVPD basis.

```
! wB97M-V def2-TZVPD RIJCOSX def2/J DEFGRID3
* xyz -1 1
C 2.148 -0.456 0.336
O 2.511 0.371 1.208
O 2.812 -1.044 -0.551
O -0.403 1.287 -0.200
O -2.660 -0.186 -0.827
Si 0.284 0.034 0.330
H -2.556 0.224 -1.653
H -2.039 0.231 -0.287
H -0.095 -0.461 1.642
*
```

## Properties
* orbital gap: 7.9 eV

=====

It is found that the DFT total energy values, taken in the order of the records, are -682.151735 -738.928196 -630.428122 a.u..
It is found that the energy above the lowest of the compared OMol25 structures with the same formula, charge and spin values, taken in the order of the records, are 58.6 123.7 65.3 kcal/mol.